{"formula": "C14H16", "method": "ωB97M-V/def2-TZVPD", "species": ["C", "C", "C", "C", "C", "C", "C", "C", "C", "C", "C", "C", "C", "C", "H", "H", "H", "H", "H", "H", "H", "H", "H", "H", "H", "H", "H", "H", "H", "H"], "xyz": [[-2.32721, -0.81948, 3.01460], [2.80179, 1.45664, -0.25290], [0.60949, -2.30804, 1.03437], [1.60962, 1.39284, 0.28236], [0.52697, 1.79160, -1.85854], [-0.08601, -1.66201, 2.06443], [-1.48759, -1.39533, 2.00592], [1.84338, 1.79894, -2.41646], [0.46554, 1.56744, -0.48461], [0.00422, -2.50870, -0.19515], [2.92860, 1.54161, -1.62945], [-0.67704, 1.98675, -2.77441], [-1.33676, -2.27913, -0.18064], [-2.07539, -1.89288, 0.93563], [3.88933, 1.75140, -2.19690], [-1.29238, 2.71918, -2.27101], [-1.94596, -2.58360, -1.09837], [-3.09254, -2.20277, 0.97599], [-0.33917, 2.47277, -3.59695], [0.44617, -2.91592, -1.01403], [1.38667, 1.31164, 1.41858], [0.54389, -1.31965, 2.84965], [-1.91216, -0.43088, 3.90791], [-3.07366, -1.46048, 3.23013], [-1.37233, 1.07939, -2.76398], [3.72108, 1.39966, 0.36103], [-2.83909, 0.17282, 2.68752], [-0.48225, 1.68266, 0.10598], [1.93213, 2.07751, -3.37451], [1.63066, -2.42398, 1.23381]], "atomic_forces_ev_per_a": [[-0.109, 4.838, 0.089], [4.610, -0.806, -0.550], [-0.979, 1.550, 0.616], [-4.030, 0.144, 3.753], [0.910, -0.716, -0.061], [-0.518, 0.292, -0.834], [4.010, -0.263, 1.209], [-2.505, -1.049, 3.579], [-1.630, 0.555, 0.067], [-1.023, 0.800, 2.716], [1.729, 1.827, -1.704], [-1.209, -1.524, 4.476], [-2.501, -1.322, -2.231], [-0.575, -1.567, -3.078], [-0.801, -0.755, 1.343], [-0.414, 0.432, 0.193], [0.908, 0.440, 1.269], [-1.087, 0.688, -0.354], [0.507, 0.559, -3.237], [1.458, -0.931, -2.172], [0.897, 0.071, -2.009], [0.029, 0.184, 0.973], [1.069, -0.343, 1.077], [-2.707, -2.114, 0.985], [1.343, 1.023, -0.917], [-0.654, -0.030, -0.362], [0.626, -1.681, -0.159], [0.697, -0.437, -0.987], [0.528, 0.638, -3.558], [1.420, -0.502, -0.131]], "nbo_charge": [-0.623, -0.244, -0.194, -0.190, 0.013, -0.210, -0.023, -0.219, -0.225, -0.229, -0.201, -0.640, -0.178, -0.222, 0.211, 0.214, 0.202, 0.205, 0.215, 0.213, 0.212, 0.204, 0.220, 0.217, 0.233, 0.214, 0.212, 0.209, 0.194, 0.207], "de_lowest_kj_mol": 246.8, "lumo_ev": 0.9, "mol_weight_g_mol": 184.28, "smiles": "Cc1ccccc1.Cc1ccccc1", "charge": 0}


{"formula": "C21H29N2O3", "method": "ωB97M-V/def2-TZVPD", "species": ["O", "O", "O", "N", "N", "C", "C", "C", "C", "C", "C", "C", "C", "C", "C", "C", "C", "C", "C", "C", "C", "C", "C", "C", "C", "C", "H", "H", "H", "H", "H", "H", "H", "H", "H", "H", "H", "H", "H", "H", "H", "H", "H", "H", "H", "H", "H", "H", "H", "H", "H", "H", "H", "H", "H"], "xyz": [[-0.09918, 0.99752, 0.57161], [-4.24818, 2.14972, -2.15107], [-5.19894, -0.02716, -0.41599], [4.83265, -0.27499, -0.23428], [5.22439, 0.28710, -1.37311], [0.22980, -1.32975, -0.26344], [2.09739, 1.90229, 1.37644], [-3.63765, 1.77877, -0.92679], [-0.38689, -1.88737, 0.87877], [0.13363, 1.47582, 2.89054], [0.93272, -3.57350, -0.94533], [5.47951, -1.49384, 0.04432], [-0.36226, -3.27596, 1.14185], [4.57552, 1.41478, -1.56071], [3.17736, 1.36548, 0.44139], [3.69088, -0.66609, 1.92728], [0.24988, 0.19216, -0.54416], [3.93397, 0.15488, 0.64982], [-5.81560, -0.54944, -1.58207], [-5.54128, 2.71602, -1.97937], [3.55360, 2.02297, -0.76558], [5.92012, -2.58798, 0.27576], [0.89875, -2.17648, -1.19299], [0.86728, 0.95603, 1.59852], [0.30972, -4.09830, 0.21042], [-3.83458, 0.30399, -0.60968], [-0.54469, 0.36164, -1.30676], [2.52922, 2.24023, 2.34249], [-4.01110, 2.40271, -0.10689], [3.07361, -0.10263, 2.64780], [-5.58540, -1.61433, -1.68473], [-6.07261, 2.63131, -2.92766], [1.46436, -4.21582, -1.66418], [4.62682, -0.95968, 2.43387], [0.37320, -5.18240, 0.37899], [1.20568, 0.46209, -1.03897], [0.89793, 1.79479, 3.63348], [1.39985, -1.73134, -2.07005], [1.69969, 2.82955, 0.90385], [3.13973, -1.57777, 1.59687], [-3.39498, -0.32539, -1.39213], [3.09913, 2.96287, -1.10374], [6.28809, -3.58370, 0.48812], [-0.89268, -1.23243, 1.60716], [-0.49123, 0.68461, 3.34662], [-5.50092, -0.02989, -2.48986], [1.19507, -0.07123, 1.86543], [-2.56457, 1.97292, -1.03035], [4.87578, 1.95859, -2.47454], [-0.46064, 2.38701, 2.66577], [-6.89550, -0.43809, -1.47967], [-5.45097, 3.77549, -1.71922], [-0.82015, -3.72791, 2.03403], [-3.31825, 0.08013, 0.32954], [-6.11799, 2.19837, -1.21003]], "atomic_forces_ev_per_a": [[1.117, -0.433, -0.354], [-0.121, -0.110, 0.162], [0.086, 0.140, -0.208], [1.021, -2.178, 0.898], [-1.216, 1.331, 0.515], [0.693, -0.408, -0.074], [-0.095, 0.222, -0.929], [0.084, -0.082, -0.238], [-0.087, -0.125, 0.173], [0.614, 0.231, -0.148], [-0.214, 0.969, 0.159], [-0.211, -0.227, -0.075], [0.755, 0.238, -1.227], [-0.043, 1.520, -1.516], [1.175, 0.425, -1.985], [0.003, -0.041, -0.687], [-1.174, -1.005, -0.770], [-1.480, 0.710, 2.061], [-0.127, -0.153, -0.046], [0.027, 0.094, -0.116], [0.187, -1.550, 1.441], [-0.267, 0.480, -0.097], [-0.426, -0.348, 1.131], [-0.460, 0.746, 2.308], [0.138, -0.029, -0.152], [-0.132, 0.075, 0.295], [0.487, 0.170, 0.503], [-0.111, -0.548, -0.544], [-0.021, -0.082, 0.009], [0.371, -0.257, -0.534], [0.014, -0.025, -0.045], [0.088, 0.025, 0.012], [-0.395, 0.203, 0.530], [-0.351, 0.088, -0.446], [-0.105, 0.549, -0.033], [-0.344, 0.037, 0.477], [-0.537, -0.388, -0.292], [-0.320, -0.363, 0.456], [0.238, -0.559, 0.280], [0.342, 0.427, 0.460], [-0.003, 0.063, -0.056], [0.226, -0.477, 0.218], [-0.092, 0.598, -0.138], [0.255, -0.244, -0.539], [0.192, 0.540, -0.377], [0.040, 0.038, 0.073], [-0.198, 0.471, -0.733], [0.013, 0.001, 0.048], [-0.139, -0.490, 0.522], [0.190, -0.712, 0.006], [0.069, -0.002, 0.105], [-0.073, -0.009, 0.047], [0.192, 0.443, -0.517], [0.063, 0.009, -0.008], [0.061, 0.006, -0.007]], "nbo_charge": [-0.518, -0.553, -0.549, -0.144, -0.121, 0.021, -0.498, -0.086, -0.268, -0.617, -0.205, 0.092, -0.187, 0.028, 0.062, -0.674, -0.109, 0.302, -0.260, -0.260, -0.141, -0.094, -0.260, 0.091, -0.218, -0.088, 0.221, 0.260, 0.176, 0.250, 0.170, 0.194, 0.227, 0.267, 0.226, 0.161, 0.204, 0.213, 0.253, 0.276, 0.169, 0.263, 0.277, 0.224, 0.230, 0.182, 0.192, 0.175, 0.242, 0.234, 0.195, 0.171, 0.233, 0.181, 0.185], "de_lowest_kj_mol": 563.2, "lumo_ev": -5.1, "mol_weight_g_mol": 357.47, "charge": 1}


{"formula": "C7H23B2FN4O11Tl", "method": "ωB97M-V/def2-TZVPD", "species": ["Tl", "F", "O", "O", "O", "O", "O", "O", "O", "O", "O", "O", "O", "N", "N", "N", "N", "C", "C", "C", "C", "C", "C", "C", "B", "B", "H", "H", "H", "H", "H", "H", "H", "H", "H", "H", "H", "H", "H", "H", "H", "H", "H", "H", "H", "H", "H", "H", "H"], "xyz": [[5.67400, 9.06948, -18.94538], [0.68433, 10.67092, -17.24404], [6.19325, 11.33896, -20.71248], [0.44451, 9.28975, -15.31689], [-0.04721, 7.28638, -14.22800], [7.15264, 11.39408, -22.63960], [0.00471, 7.53511, -16.48356], [0.32164, 14.63851, -21.76765], [1.86309, 13.17324, -22.29906], [3.85664, 8.45130, -23.68453], [4.33386, 9.72781, -22.05078], [5.80600, 11.96696, -17.85200], [5.93382, 14.00395, -18.19094], [6.31906, 11.80535, -21.80920], [3.49327, 9.15485, -22.73614], [5.39180, 13.08651, -17.67379], [1.14607, 13.78341, -21.51620], [2.02161, 9.34743, -22.45291], [0.22427, 8.51156, -17.42177], [5.39251, 12.96299, -22.16375], [0.07835, 7.93366, -15.25483], [0.95964, 9.51315, -16.64387], [1.41152, 13.54851, -20.10830], [4.27079, 13.36126, -16.76928], [3.15746, 10.73470, -19.35819], [4.46846, 6.78907, -20.94666], [1.84457, 9.23824, -21.38294], [1.38761, 8.70600, -23.06505], [-0.71548, 8.91103, -17.80307], [4.31812, 5.80490, -21.36265], [0.72514, 8.09273, -18.29458], [3.30743, 10.59059, -18.29943], [2.13141, 10.73499, -19.69207], [0.42873, 13.52178, -19.63765], [1.94504, 10.42273, -22.61407], [3.79546, 12.41986, -16.49374], [4.72199, 13.74452, -15.85406], [3.77738, 11.56558, -19.65749], [4.57937, 6.63008, -19.88522], [2.04108, 9.38043, -16.67514], [3.50913, 7.28106, -20.98979], [5.29987, 7.34696, -21.34886], [1.96343, 12.60960, -20.06437], [4.67243, 13.25878, -21.40080], [4.83433, 12.62965, -23.03863], [1.97173, 14.42480, -19.78212], [3.60600, 14.10288, -17.21219], [3.56905, 9.88836, -19.88597], [6.01146, 13.84727, -22.31558]], "atomic_forces_ev_per_a": [[-1.028, 0.360, -1.190], [-0.275, 2.013, 0.654], [-0.221, -0.820, 1.880], [0.553, 0.552, -0.242], [0.117, 1.955, -3.011], [-2.152, 1.269, 1.549], [-1.047, -3.757, -0.844], [0.404, -0.723, -0.484], [-0.542, 0.166, -0.387], [-1.047, 1.042, 1.666], [-0.681, 0.386, 0.436], [-0.206, -2.363, 0.518], [0.267, 2.247, -0.704], [1.396, 0.069, -2.474], [0.643, -1.864, -1.733], [0.347, -0.074, -0.245], [0.239, 0.799, -0.574], [0.784, 0.794, 0.383], [-0.477, -0.525, -1.442], [0.198, 0.063, -0.388], [0.523, 0.339, 3.623], [0.241, -0.826, 0.336], [-0.490, -0.087, 0.548], [-0.390, -0.458, 0.929], [-0.065, 3.132, 3.229], [1.447, 0.651, -2.784], [0.243, -0.414, -0.119], [0.464, 0.201, -0.082], [-0.170, 0.220, 0.264], [1.029, -4.356, -0.886], [0.346, -0.054, 0.231], [-0.009, -0.310, 4.008], [-3.897, -1.353, -1.404], [0.292, -0.092, 0.315], [-0.574, 0.007, -0.405], [-0.124, 0.163, -0.385], [0.000, 0.269, -0.127], [2.584, 2.501, -1.405], [-0.953, -1.353, 5.731], [0.124, 0.119, 0.447], [-3.729, 3.617, 1.159], [2.561, 2.204, -2.476], [0.004, 0.242, 0.393], [0.328, -0.854, 0.424], [0.348, 0.282, -0.144], [0.058, -0.218, 0.214], [0.191, -0.198, 0.025], [2.201, -4.637, -4.505], [0.147, -0.326, -0.522]], "nbo_charge": [1.230, -0.325, -0.419, -0.511, -0.533, -0.326, -0.471, -0.323, -0.417, -0.243, -0.307, -0.440, -0.324, 0.549, 0.532, 0.552, 0.531, -0.484, -0.120, -0.482, 0.974, 0.447, -0.482, -0.489, -0.629, -0.592, 0.244, 0.266, 0.207, 0.105, 0.199, -0.031, 0.091, 0.248, 0.263, 0.236, 0.259, 0.037, 0.148, 0.142, 0.086, 0.002, 0.237, 0.233, 0.249, 0.242, 0.246, 0.142, 0.254], "lumo_ev": -10.5, "mol_weight_g_mol": 584.28, "charge": 1}